ORCA calculation (ωB97M-V/def2-TZVPD) on C4H7NO2S in the gas phase in a non-equilibrium geometry.

XYZ file:
```
15
Properties=species:S:1:pos:R:3:mulliken_charge:R:1
C -1.591 0.840 0.480 -0.509
C -1.952 -0.439 -0.276 -0.352
C 1.032 -1.237 0.560 -0.150
C 0.701 1.492 0.239 -0.354
H -1.223 0.596 1.516 0.354
H -2.465 1.473 0.586 0.359
H -2.452 -0.205 -1.193 0.302
H -2.619 -1.076 0.358 0.334
H 1.641 -1.748 1.300 0.466
H 0.729 1.471 1.352 0.342
H 1.245 2.358 -0.124 0.268
N -0.136 -1.709 0.412 -0.507
O -0.787 -1.143 -0.673 -0.074
O -0.608 1.576 -0.223 -0.369
S 1.757 0.106 -0.345 -0.110
```

Calculated values
- highest occupied orbital energy (Ha) = -0.3354
- structure (SMILES) = C1=N\OCCOCS/1
- orbital gap (eV) = 9.80
- relative energy (zero: lowest compared OMol25 entry of this formula, charge and spin) (eV) = 3.760
- LUMO (eV) = 0.668
- charge = 0
- electronic energy (eV) = -20678.976

ORCA calculation (ωB97M-V/def2-TZVPD) on a 2-piece molecular cluster, C3H4BrF3O overall in a non-equilibrium geometry.

XYZ file:
```
12
Properties=species:S:1:pos:R:3:mulliken_charge:R:1
C -2.396 0.581 0.271 -0.806
C -0.922 0.239 0.208 0.428
C 3.137 -0.898 -0.546 0.466
O -0.490 -0.967 0.170 -0.477
F 3.593 0.299 -0.311 -0.083
F 2.386 -1.179 0.668 -0.214
F 2.017 -0.713 -1.415 -0.171
Br 0.317 1.654 -0.052 -0.205
H -2.808 -0.123 1.053 0.250
H -2.435 1.664 0.650 0.281
H -2.876 0.528 -0.719 0.248
H 0.476 -1.085 0.023 0.284
```

Calculated values
- highest occupied orbital energy (spin up / spin down) (Ha) = -0.2304 / -0.3830
- 2S+1 = 3
- orbital gap (spin up / spin down) (eV) = 7.10 / 7.17
- relative energy (zero: lowest compared OMol25 entry of this formula, charge and spin) (eV) = 0.590
- LUMO (spin up / spin down) (eV) = 0.832 / -3.254
- charge = 0
- electronic energy (eV) = -83413.463

ORCA calculation (ωB97M-V/def2-TZVPD) on C30H69Cl12N3 as an isolated structure in a non-equilibrium geometry.

XYZ file:
```
114
Properties=species:S:1:pos:R:3:mulliken_charge:R:1
Cl 1.344 3.584 3.198 -0.112
C 2.330 4.970 2.490 -0.830
C 1.774 5.637 1.144 -0.003
Cl 1.948 4.544 -0.261 0.134
H 3.424 4.515 2.502 0.249
H 2.241 5.623 3.188 0.788
H 2.413 6.469 0.887 0.602
H 0.797 5.893 1.276 0.084
Cl 5.179 -1.021 3.128 -0.198
C 3.772 0.135 3.170 -0.076
C 2.466 -0.539 3.617 1.674
Cl 2.445 -0.939 5.338 -0.203
H 3.689 0.731 2.057 -0.321
H 3.914 0.924 3.768 0.715
H 2.204 -1.351 3.147 -1.182
H 1.626 0.205 3.482 -0.359
Cl -0.123 4.514 -2.713 -0.144
C 1.185 3.308 -2.634 1.085
C 0.993 2.126 -3.597 -0.419
Cl 1.248 2.802 -5.215 -0.216
H 1.415 3.218 -1.567 -1.512
H 2.248 3.893 -2.835 0.457
H -0.071 1.864 -3.372 0.267
H 1.635 1.488 -3.627 0.381
Cl 2.359 0.965 0.112 0.085
C 0.677 1.456 0.514 0.914
C -0.230 0.301 0.676 -0.542
Cl -0.669 -0.335 -0.985 -0.023
H 0.146 2.159 -0.156 -0.230
H 0.577 2.291 1.436 -0.989
H -0.985 0.699 1.117 0.873
H 0.169 -0.462 1.275 -0.661
Cl 4.410 2.077 -2.788 -0.213
C 4.865 2.333 -1.020 2.393
C 5.834 3.576 -0.988 -0.593
Cl 4.974 5.064 -1.126 -0.153
H 5.634 1.487 -0.888 0.220
H 3.971 2.367 -0.742 -2.308
H 6.593 3.557 -1.619 0.543
H 6.341 3.670 -0.010 0.325
Cl 3.400 -3.859 -2.093 -0.205
C 3.396 -2.294 -1.395 0.209
C 3.985 -2.321 0.048 -0.301
Cl 4.590 -0.827 0.453 -0.094
H 2.393 -1.747 -1.408 -0.051
H 4.095 -1.509 -1.971 0.239
H 4.675 -3.091 0.071 0.789
H 3.146 -2.580 0.868 -0.326
C -2.626 -4.753 1.355 -1.644
C -1.318 -3.982 1.193 -0.165
N -0.515 -4.053 2.429 0.247
C 0.850 -4.188 2.112 -2.007
C 1.418 -3.314 1.209 0.883
C -1.026 -3.045 3.418 0.247
C -0.322 -3.182 4.823 -0.961
H -3.207 -4.783 0.427 0.053
H -3.319 -4.338 1.871 0.554
H -2.479 -5.763 1.603 0.425
H -1.540 -2.970 0.977 0.116
H -0.861 -4.471 0.219 0.412
H 0.819 -5.258 1.764 0.330
H 1.489 -4.334 2.992 0.463
H 0.741 -2.926 0.488 0.470
H 2.435 -3.848 0.913 0.128
H 1.715 -2.367 1.421 -0.561
H -2.051 -3.049 3.433 0.589
H -0.672 -2.063 2.932 -0.429
H -0.762 -4.058 5.504 0.279
H -0.503 -2.197 5.323 0.331
H 0.896 -3.224 4.750 0.081
C -2.729 -4.844 -6.310 -1.053
C -3.107 -3.671 -5.440 -0.469
N -2.997 -4.062 -3.914 0.061
C -2.851 -2.997 -2.919 -0.030
C -3.532 -1.845 -3.110 -1.170
C -4.219 -4.734 -3.633 -0.067
C -4.111 -5.695 -2.503 -0.832
H -3.507 -5.694 -6.114 0.262
H -1.745 -5.366 -6.058 0.309
H -3.010 -4.647 -7.454 0.317
H -4.064 -3.276 -5.643 0.433
H -2.037 -3.043 -5.562 0.197
H -2.147 -2.640 -3.479 0.367
H -2.608 -3.335 -1.904 -0.084
H -4.037 -1.437 -4.122 0.148
H -2.906 -1.016 -2.831 0.230
H -4.089 -1.834 -2.217 0.454
H -4.877 -5.317 -4.419 0.333
H -4.986 -3.796 -3.256 0.218
H -5.015 -6.347 -2.170 0.371
H -3.612 -5.260 -1.602 -0.391
H -3.471 -6.465 -2.573 0.492
C -2.936 3.610 -0.479 -1.317
C -2.799 3.914 0.964 -0.907
N -1.395 4.004 1.410 1.377
C -0.576 5.069 0.872 0.647
C -1.068 6.291 0.467 -2.413
C -1.253 3.982 2.877 -0.547
C -1.634 2.741 3.588 -1.117
H -2.652 2.602 -0.838 0.101
H -2.341 4.201 -1.108 0.300
H -3.999 3.471 -0.609 0.470
H -3.209 3.246 1.552 0.654
H -3.146 4.902 1.371 0.477
H -0.384 4.661 -0.166 0.189
H 0.278 5.037 1.125 -1.525
H -1.950 6.326 0.164 0.817
H -0.382 6.684 -0.269 0.395
H -1.167 6.938 1.381 0.358
H -1.996 4.692 3.272 0.461
H -0.128 4.294 2.998 0.103
H -1.565 2.784 4.729 0.335
H -0.965 1.925 3.182 -0.014
H -2.722 2.576 3.613 0.460
```

Calculated values
- highest occupied orbital energy (Ha) = -0.2990
- orbital gap (eV) = 8.26
- relative energy (zero: lowest compared OMol25 entry of this formula, charge and spin) (eV) = 9.336
- LUMO (eV) = 0.127
- charge = 0
- electronic energy (eV) = -186944.032

ORCA calculation (ωB97M-V/def2-TZVPD) on a 3-piece molecular cluster, C45H72IN3O13P2S2 overall in a non-equilibrium geometry.

XYZ file:
```
138
Properties=species:S:1:pos:R:3:mulliken_charge:R:1
C 12.308 -2.274 0.724 -0.875
C 10.760 -2.023 1.213 -0.326
C 9.676 -3.112 0.553 -0.558
C 8.244 -2.364 0.122 -0.073
N 7.087 -2.917 0.924 -0.099
C 5.901 -1.981 0.976 0.277
C 5.940 -0.350 1.133 -0.454
C 4.607 0.598 1.229 -0.189
C 3.143 -0.139 1.177 -0.466
C 2.991 -1.776 0.998 0.784
C 4.378 -2.669 0.903 -0.378
C 4.210 -4.322 0.736 -0.437
C 3.885 -4.682 -0.851 0.217
O 3.205 -5.763 -1.261 -0.609
I 4.643 -3.338 -2.462 0.020
C 1.462 -2.373 0.955 0.607
O 1.089 -3.618 1.268 -0.590
C 0.220 -1.336 0.531 0.138
C -1.236 -1.864 -0.065 -0.769
C -2.479 -0.835 -0.488 0.222
C -3.894 -1.527 -1.022 -0.729
C -4.617 -2.149 0.339 -0.519
C -5.450 -1.005 1.205 -0.317
C -4.645 -0.644 2.597 -0.379
O -5.157 0.544 3.296 -0.490
C -2.229 0.786 -0.352 0.405
C -3.455 1.831 -0.777 -1.490
N -4.296 2.255 0.414 -0.273
C -0.792 1.399 0.241 0.168
C -0.555 3.050 0.375 -0.543
C 0.667 3.476 -0.684 -0.471
C 1.665 4.641 -0.071 -0.280
S 3.013 5.192 -1.281 -0.108
C 4.710 4.526 -0.713 0.050
S 5.117 2.974 -1.290 -0.089
N 5.573 5.410 0.159 0.031
C 4.870 5.859 1.422 -0.680
C 4.751 4.569 2.434 0.505
O 6.041 3.979 2.828 -0.443
C 6.884 3.653 1.668 0.455
C 6.914 4.791 0.487 -0.858
C 0.391 0.320 0.691 0.220
C 1.812 0.831 1.328 0.571
O 1.999 1.978 2.017 -0.579
H 12.397 -2.835 -0.309 0.265
H 12.942 -2.798 1.562 0.230
H 12.823 -1.211 0.551 0.256
H 10.498 -0.900 0.908 0.211
H 10.757 -2.040 2.390 0.260
H 9.522 -3.974 1.330 0.286
H 10.173 -3.464 -0.464 0.249
H 8.442 -1.219 0.256 0.015
H 8.081 -2.560 -1.035 0.164
H 7.369 -3.258 1.869 0.309
H 6.999 0.162 1.178 0.188
H 4.635 1.774 1.336 -0.172
H 5.247 -4.847 0.979 0.311
H 3.423 -4.774 1.475 0.293
H -1.463 -3.026 -0.206 0.300
H -3.668 -2.442 -1.715 0.375
H -4.629 -0.765 -1.522 0.199
H -5.350 -3.022 0.064 0.330
H -3.812 -2.597 1.082 0.283
H -5.649 -0.074 0.524 0.096
H -6.483 -1.494 1.547 0.326
H -4.630 -1.535 3.365 0.344
H -3.530 -0.437 2.298 0.116
H -4.755 0.595 4.225 0.307
H -2.931 2.746 -1.297 0.383
H -4.190 1.370 -1.565 0.345
H -5.268 2.537 0.134 0.244
H -3.863 3.101 0.888 0.176
H -1.530 3.667 0.181 0.339
H -0.231 3.265 1.487 0.308
H 1.266 2.507 -1.040 0.248
H 0.114 3.988 -1.609 0.363
H 1.008 5.608 0.167 0.360
H 2.220 4.333 0.913 -0.101
H 5.571 6.647 1.975 0.318
H 3.852 6.409 1.236 0.293
H 3.998 3.737 2.038 -0.417
H 4.241 4.984 3.431 0.298
H 6.645 2.607 1.172 -0.408
H 7.997 3.559 2.085 0.363
H 7.595 5.680 0.899 0.307
H 7.502 4.382 -0.464 0.367
O -2.914 -8.532 -4.061 -0.756
P -1.601 -8.901 -3.328 1.015
O -0.629 -8.442 -4.605 -0.396
C -0.826 -7.192 -5.257 -0.283
C -0.132 -6.054 -4.532 -0.969
O -1.659 -10.525 -3.695 -0.359
C -2.879 -11.141 -4.076 -0.297
C -3.082 -11.073 -5.582 -0.997
O -0.134 -9.313 -2.509 -0.300
C 0.945 -8.425 -2.323 -0.191
C 0.651 -7.388 -1.264 -0.570
H -1.887 -6.963 -5.384 0.316
H -0.402 -7.285 -6.262 0.306
H -0.505 -5.956 -3.512 0.130
H -0.298 -5.105 -5.052 0.436
H 0.945 -6.222 -4.480 0.271
H -3.723 -10.702 -3.533 0.319
H -2.827 -12.191 -3.771 0.341
H -2.939 -10.065 -5.977 0.257
H -4.086 -11.413 -5.850 0.349
H -2.352 -11.712 -6.093 0.277
H 1.256 -7.979 -3.266 0.212
H 1.799 -9.029 -1.994 0.354
H -0.318 -6.912 -1.423 0.232
H 1.432 -6.622 -1.254 0.009
H 0.620 -7.857 -0.274 0.386
O -5.869 6.482 1.186 -0.746
P -7.412 6.514 1.307 1.036
O -7.418 7.878 2.270 -0.385
C -6.646 9.020 1.919 -0.251
C -7.368 9.915 0.929 -1.005
O -7.503 5.399 2.541 -0.337
C -6.431 4.505 2.793 -0.047
C -5.436 5.103 3.776 -1.138
O -9.137 6.550 1.444 -0.331
C -9.933 7.668 1.121 -0.106
C -10.052 7.869 -0.371 -1.083
H -5.665 8.742 1.526 0.298
H -6.467 9.582 2.841 0.313
H -7.596 9.375 0.009 0.179
H -6.755 10.785 0.674 0.407
H -8.309 10.279 1.344 0.270
H -5.945 4.205 1.858 0.068
H -6.856 3.594 3.228 0.389
H -5.130 6.114 3.497 0.271
H -4.543 4.477 3.849 0.367
H -5.887 5.182 4.773 0.316
H -9.584 8.563 1.634 0.219
H -10.932 7.474 1.529 0.330
H -9.077 7.838 -0.862 0.289
H -10.535 8.827 -0.589 0.331
H -10.659 7.072 -0.813 0.327
```

Calculated values
- highest occupied orbital energy (Ha) = -0.3080
- structure (SMILES) = CCCCNc1ccc2c(c1CC(=O)I)C(=O)c1cc(CCCCO)c(CN)c(CCCSC(=S)N3CCOCC3)c1C2=O.CCOP(=O)(OCC)OCC.CCOP(=O)(OCC)OCC
- orbital gap (eV) = 6.53
- LUMO (eV) = -1.852
- charge = 0
- electronic energy (eV) = -127239.259